DFT (ωB97M-V/def2-TZVPD) results for a structure of composition C19H49O22S6V.

The value obtained for the relative energy (zero: lowest compared OMol25 entry of this formula, charge and spin) is 1.308 eV. As for the charge: +1. The value obtained for the HOMO energy (spin up / spin down) is -12.291 / -12.291 eV. Its energy is -5741.55968 Ha. The strongest force on any atom is 3.83 eV/A. For the HOMO-LUMO gap (spin up / spin down), the calculation gives 0.3256 / 0.3373 hartree. As for the spin multiplicity: 2.

Geometry (Å):
V (2.100, -1.139, 1.087)
S (0.934, 1.972, -4.716)
S (-4.207, -2.626, -0.171)
S (-4.623, -3.387, -6.360)
S (1.696, 1.595, 3.343)
S (4.823, 1.182, 0.748)
S (0.523, -3.077, 3.694)
O (0.395, 2.003, -3.400)
O (0.717, 1.104, 4.452)
O (-3.968, -4.639, -6.159)
O (3.961, 2.440, 1.006)
O (-0.782, -3.472, 2.972)
O (0.018, -1.010, 0.495)
O (1.036, -2.041, 2.834)
O (0.104, 1.796, -5.846)
O (1.726, 3.321, -4.965)
O (-4.165, -1.896, 1.253)
O (2.879, 2.081, 3.950)
O (1.432, 0.308, -0.462)
O (-4.917, -3.824, 0.081)
O (-4.457, -2.524, -5.046)
O (1.296, -4.219, 3.977)
O (2.554, -2.212, 0.035)
O (1.788, 0.501, 2.414)
O (5.976, 1.185, 1.580)
O (-4.665, -1.691, -1.135)
O (3.928, 0.070, 0.821)
O (-0.699, 0.222, -1.213)
O (-5.990, -3.291, -6.693)
C (-1.556, -4.594, 3.481)
C (0.846, 2.952, 2.593)
C (0.271, -0.199, -0.442)
C (-2.701, -0.569, 2.586)
C (-3.185, -2.595, -4.350)
C (-2.471, -2.979, -0.379)
C (2.552, 5.424, -4.238)
C (5.257, 1.424, -0.936)
C (0.513, 1.992, 5.597)
C (2.221, 0.770, -4.792)
C (-3.701, -2.441, -7.547)
C (4.625, 3.622, 1.547)
C (-2.880, -4.134, 4.061)
C (2.342, 3.988, -3.846)
C (-2.849, -1.199, -3.845)
C (-0.048, -2.306, 5.170)
C (-0.351, 1.249, 6.561)
C (-3.526, -0.617, 1.313)
C (3.993, 4.848, 0.924)
H (-0.182, 2.646, 2.403)
H (1.482, 2.212, 6.045)
H (4.304, 1.473, -1.464)
H (-3.226, -1.078, 3.398)
H (-3.472, -5.016, 4.301)
H (4.629, 3.634, 2.634)
H (-0.107, -3.068, 5.940)
H (-1.788, -1.167, 2.468)
H (-2.703, -3.605, 5.000)
H (-0.953, -1.755, 4.924)
H (-4.292, 0.159, 1.357)
H (-2.172, -2.655, -1.371)
H (-1.900, -2.511, 0.413)
H (-2.406, -4.064, -0.332)
H (0.221, 0.483, 7.085)
H (1.668, 5.797, -4.754)
H (3.427, 5.579, -4.868)
H (-0.633, 1.916, 7.380)
H (-1.722, -5.260, 2.638)
H (2.705, 6.072, -3.373)
H (-3.722, -0.661, -3.487)
H (-3.420, -3.487, 3.371)
H (4.180, 4.890, -0.147)
H (-1.250, 0.856, 6.093)
H (5.812, 2.357, -0.978)
H (2.528, 0.693, -5.831)
H (3.311, 3.508, -3.665)
H (1.757, 3.925, -2.932)
H (-2.460, -0.626, -4.690)
H (-4.167, -2.624, -8.512)
H (0.890, 3.740, 3.336)
H (-2.411, -2.953, -5.027)
H (-1.004, -5.169, 4.224)
H (-2.892, -0.427, 0.446)
H (5.675, 3.576, 1.250)
H (5.810, 0.568, -1.312)
H (-2.372, 0.431, 2.864)
H (0.079, 2.943, 5.288)
H (-3.865, -1.393, -7.302)
H (3.032, 1.045, -4.122)
H (-3.337, -3.298, -3.532)
H (1.803, -0.191, -4.497)
H (0.666, -1.528, 5.445)
H (-2.656, -2.723, -7.483)
H (1.351, 3.132, 1.648)
H (-2.125, -1.302, -3.039)
H (-0.310, 0.882, -1.805)
H (4.505, 5.718, 1.346)
H (2.946, 4.960, 1.199)

***

DFT (ωB97M-V/def2-TZVPD) results for a cluster of 3 separate species, C19H50N6O4P2Si in total.

Its structure (SMILES) is C[Si](C)(C)[C@@H]1COC(=O)C1.CN(C)P(=O)(N(C)C)N(C)C.CN(C)P(=O)(N(C)C)N(C)C. The value obtained for the HOMO energy is -8.011 eV. Its energy is -2355.58454 Ha. The strongest force on any atom is 5.12 eV/A. For the HOMO-LUMO gap, the calculation gives 0.3177 hartree.

Geometry (Å):
P (2.099, 1.015, -2.670)
P (-5.100, 1.553, 1.072)
Si (5.968, -2.769, 2.443)
O (3.271, 0.689, -1.799)
O (2.130, -3.480, 2.293)
O (0.921, -1.583, 2.255)
O (-4.599, 2.210, 2.316)
N (-6.809, 1.628, 1.237)
N (1.236, 0.880, -4.112)
N (0.839, 0.261, -1.737)
N (2.112, 2.731, -2.740)
N (-4.340, -0.006, 1.248)
N (-5.188, 1.419, -0.607)
C (1.958, -2.144, 2.109)
C (3.385, -3.647, 2.964)
C (0.383, 1.888, -4.706)
C (6.457, -4.407, 3.264)
C (3.295, 3.264, -3.406)
C (1.162, -0.446, -4.717)
C (-6.313, 0.943, -1.383)
C (7.227, -1.484, 3.016)
C (1.271, -0.908, -0.975)
C (-3.939, 1.591, -1.338)
C (-7.581, 0.717, 2.061)
C (-0.158, 0.995, -0.983)
C (4.178, -2.298, 2.847)
C (-5.062, -1.218, 1.576)
C (3.329, -1.582, 1.779)
C (-3.060, 0.022, 1.959)
C (-7.321, 2.994, 1.234)
C (6.140, -2.999, 0.573)
C (1.599, 3.585, -1.685)
H (1.191, -0.388, -5.806)
H (3.871, -4.413, 2.364)
H (6.697, -5.148, 2.507)
H (-3.239, 2.199, -0.760)
H (-7.423, 0.861, 3.138)
H (-4.094, 2.104, -2.290)
H (3.424, 4.321, -3.182)
H (-3.184, 0.018, 3.048)
H (4.119, -1.627, 3.702)
H (0.248, -0.970, -4.414)
H (5.182, -3.021, 0.060)
H (3.200, -0.522, 1.995)
H (5.701, -4.764, 3.960)
H (-6.727, 0.012, -0.991)
H (3.294, -3.884, 4.020)
H (-2.487, 0.909, 1.694)
H (-7.121, 1.675, -1.442)
H (-4.372, -2.063, 1.585)
H (1.546, 4.613, -2.050)
H (0.951, 2.699, -5.167)
H (-0.215, 1.428, -5.493)
H (2.012, -1.058, -4.410)
H (-8.643, 0.851, 1.846)
H (3.200, 3.167, -4.494)
H (6.819, -2.275, 0.133)
H (-5.544, -1.170, 2.562)
H (-3.459, 0.624, -1.530)
H (0.418, -1.560, -0.774)
H (4.212, 2.747, -3.101)
H (-7.368, -0.321, 1.815)
H (0.578, 3.322, -1.418)
H (2.213, 3.570, -0.774)
H (-0.765, 1.631, -1.633)
H (-0.862, 0.305, -0.514)
H (-5.983, 0.748, -2.404)
H (0.286, 1.604, -0.183)
H (8.007, -1.428, 2.260)
H (7.357, -4.243, 3.855)
H (6.794, -0.503, 3.197)
H (-7.348, 3.392, 0.212)
H (1.993, -1.492, -1.544)
H (-6.707, 3.669, 1.841)
H (3.635, -1.638, 0.740)
H (-2.466, -0.847, 1.668)
H (1.731, -0.626, -0.027)
H (-0.309, 2.327, -3.984)
H (-5.813, -1.462, 0.820)
H (7.700, -1.834, 3.932)
H (6.590, -3.981, 0.422)
H (-8.335, 3.031, 1.626)

***

DFT (ωB97M-V/def2-TZVPD) results for a cluster of 6 separate species, C19H50O7 in total.

Its structure (SMILES) is CCCCCCOCCOC.CCO.CCO.CCO.CCO.CCO. The value obtained for the HOMO energy is -9.227 eV. Its energy is -1280.48386 Ha. The strongest force on any atom is 0.95 eV/A. For the HOMO-LUMO gap, the calculation gives 0.3672 hartree.

Geometry (Å):
O (3.837, 2.224, -4.448)
O (-1.860, -3.662, -0.654)
O (-3.472, 0.259, -0.348)
O (5.990, -3.399, 2.642)
O (1.516, 4.859, 1.050)
O (-0.937, 1.213, -0.005)
O (-6.846, -2.725, 0.112)
C (2.437, 1.951, -4.385)
C (3.805, -0.866, 0.312)
C (6.893, -2.495, 4.717)
C (1.883, 1.614, -5.756)
C (-1.953, 1.589, 0.903)
C (0.711, 5.904, 1.590)
C (6.689, -3.719, 3.842)
C (2.646, 1.209, -0.626)
C (0.236, 6.861, 0.513)
C (-4.339, -0.850, -0.395)
C (-3.010, 0.539, 0.951)
C (-9.031, -2.381, 1.136)
C (1.244, 1.764, -0.852)
C (-2.985, -4.865, -2.445)
C (-3.025, -4.407, -0.998)
C (2.696, -0.312, -0.558)
C (0.363, 1.682, 0.372)
C (-7.628, -1.846, 0.918)
C (3.843, -0.263, 1.715)
H (0.764, 1.023, 1.146)
H (-2.660, -0.357, 1.465)
H (-7.664, -0.856, 0.450)
H (1.278, 6.442, 2.358)
H (-3.872, -5.448, -2.699)
H (2.309, 1.114, -3.700)
H (4.260, -0.957, 2.435)
H (-4.129, -1.611, 0.354)
H (-4.237, -1.288, -1.381)
H (3.045, 1.706, 0.252)
H (-0.138, 5.422, 2.073)
H (7.483, -1.739, 4.193)
H (-1.517, 1.648, 1.898)
H (6.515, -2.749, 2.161)
H (-3.061, -5.265, -0.328)
H (0.242, 2.676, 0.791)
H (-8.993, -3.364, 1.606)
H (2.029, 2.448, -6.447)
H (1.368, 2.816, -1.082)
H (-1.821, -2.887, -1.227)
H (0.817, 1.390, -5.707)
H (-2.404, 2.540, 0.618)
H (-2.100, -5.476, -2.625)
H (2.897, -0.660, -1.568)
H (1.923, 2.818, -3.956)
H (5.933, -2.045, 4.968)
H (2.282, 5.264, 0.628)
H (2.404, 0.751, -6.172)
H (-0.395, 7.645, 0.934)
H (-5.380, -0.562, -0.280)
H (-3.844, 0.941, 1.542)
H (7.412, -2.755, 5.641)
H (1.085, 7.334, 0.014)
H (3.682, -1.939, 0.412)
H (-2.933, -4.006, -3.119)
H (4.767, -0.736, -0.168)
H (3.247, 1.533, -1.470)
H (0.741, 1.312, -1.697)
H (7.653, -4.175, 3.592)
H (2.855, 0.024, 2.051)
H (-0.333, 6.324, -0.247)
H (-3.915, -3.796, -0.812)
H (3.963, 2.975, -5.039)
H (6.087, -4.462, 4.361)
H (-7.289, -2.813, -0.740)
H (-7.103, -1.752, 1.868)
H (1.730, -0.731, -0.290)
H (4.482, 0.609, 1.687)
H (-9.612, -1.710, 1.770)
H (-9.553, -2.493, 0.183)

***

DFT (ωB97M-V/def2-TZVPD) results for a structure of composition C19H51AlFN2O6S5.

As for the charge: -1. The value obtained for the HOMO energy is -3.646 eV. Its energy is -3648.67230 Ha. The strongest force on any atom is 1.02 eV/A. For the HOMO-LUMO gap, the calculation gives 0.1789 hartree.

Geometry (Å):
S (0.482, 0.603, 5.492)
S (-6.494, -5.581, -2.397)
S (0.253, -3.286, -4.929)
S (-3.144, -1.215, -0.339)
S (5.410, -1.320, -3.106)
Al (1.234, 6.699, 0.511)
F (2.936, 6.895, 0.851)
O (1.420, -3.371, -4.011)
O (-5.078, -5.133, -2.304)
O (-1.718, -0.807, -0.252)
O (4.787, -0.106, -2.518)
O (3.373, 2.468, 1.634)
O (-0.418, 1.735, 5.818)
N (1.970, 3.348, 0.036)
N (0.318, 5.962, 1.972)
C (5.124, -2.658, -1.940)
C (1.054, 1.015, 0.402)
C (1.007, 5.376, -1.020)
C (-3.632, -1.722, 1.317)
C (4.238, -1.908, -4.329)
C (4.271, 2.433, -0.556)
C (-0.640, -1.801, -4.459)
C (0.496, 5.137, 4.312)
C (0.811, 6.280, 3.328)
C (-3.181, -2.862, -1.052)
C (0.002, -0.743, 6.591)
C (-6.467, -7.232, -3.104)
C (3.196, 2.753, 0.466)
C (-0.158, -0.152, 3.991)
C (0.902, 2.381, -0.263)
C (1.689, 4.161, 4.514)
C (2.158, 4.343, -1.031)
C (-6.982, -6.091, -0.745)
C (-0.968, -4.457, -4.321)
H (-0.019, -0.946, -4.716)
H (-5.770, -7.856, -2.543)
H (-7.471, -7.654, -3.077)
H (1.898, 6.434, 3.318)
H (-0.818, -1.811, -3.384)
H (-1.895, -4.337, -4.881)
H (-0.571, -5.458, -4.476)
H (-1.580, -1.752, -5.010)
H (3.264, -1.993, -3.863)
H (-0.359, 4.590, 3.914)
H (0.331, 7.206, 3.660)
H (-2.497, -3.510, -0.503)
H (1.737, 0.377, -0.163)
H (4.207, -1.175, -5.134)
H (0.665, 8.163, 0.083)
H (2.219, 3.857, -2.019)
H (4.552, -2.875, -4.721)
H (1.385, 1.100, 1.435)
H (5.438, -3.602, -2.388)
H (5.719, -2.455, -1.052)
H (0.540, -1.650, 6.312)
H (3.089, 4.871, -0.811)
H (4.383, 1.359, -0.654)
H (0.387, -1.073, 3.785)
H (-0.044, 2.815, 0.071)
H (-0.001, 0.553, 3.176)
H (0.078, 0.520, 0.400)
H (0.351, 4.952, 1.871)
H (0.798, 2.241, -1.347)
H (0.055, 4.870, -0.835)
H (4.066, -2.689, -1.682)
H (-1.137, -4.285, -3.259)
H (-2.864, -2.781, -2.088)
H (4.087, 2.878, -1.530)
H (0.969, 5.892, -1.983)
H (-6.249, -6.794, -0.351)
H (-1.223, -0.348, 4.113)
H (1.396, 3.154, 4.223)
H (-4.193, -3.261, -1.024)
H (-4.636, -2.147, 1.285)
H (1.984, 4.148, 5.564)
H (2.524, 4.476, 3.892)
H (0.274, -0.452, 7.603)
H (5.217, 2.837, -0.186)
H (-3.628, -0.835, 1.946)
H (-6.135, -7.144, -4.136)
H (-7.014, -5.201, -0.121)
H (-1.075, -0.898, 6.527)
H (0.203, 5.539, 5.287)
H (-7.972, -6.545, -0.784)
H (-2.916, -2.451, 1.697)

***

DFT (ωB97M-V/def2-TZVPD) results for a cluster of 9 separate species, C19H51N7O22P2 in total.

Its structure (SMILES) is CCOP(=O)(OCC)OCC.CCOP(=O)(OCC)OCC.C[N+](=O)[O-].C[N+](=O)[O-].C[N+](=O)[O-].C[N+](=O)[O-].C[N+](=O)[O-].C[N+](=O)[O-].C[N+](=O)[O-]. The value obtained for the relative energy (zero: lowest compared OMol25 entry of this formula, charge and spin) is 3.109 eV. The value obtained for the HOMO energy is -10.260 eV. Its energy is -3475.19311 Ha. The strongest force on any atom is 3.45 eV/A. For the HOMO-LUMO gap, the calculation gives 0.3591 hartree.

Geometry (Å):
P (4.623, -29.245, -12.828)
P (-16.886, -21.193, -9.954)
O (-8.621, -18.347, -15.861)
O (-5.270, -29.831, -11.849)
O (4.000, -29.825, -11.432)
O (6.145, -28.998, -12.320)
O (3.978, -27.745, -12.857)
O (4.642, -30.060, -14.066)
O (-6.064, -23.845, -9.594)
O (1.378, -19.758, -5.159)
O (1.743, -21.727, -6.094)
O (-17.222, -19.739, -10.028)
O (-9.513, -27.209, -13.858)
O (-3.627, -15.812, -5.227)
O (-0.690, -18.055, -10.940)
O (-9.202, -25.207, -13.161)
O (-15.436, -21.385, -9.218)
O (-17.878, -22.193, -9.158)
O (-6.739, -30.927, -10.761)
O (-9.493, -19.475, -17.403)
O (1.142, -18.760, -11.911)
O (-5.170, -16.333, -6.538)
O (-16.639, -21.995, -11.338)
O (-4.180, -22.833, -9.685)
N (-5.739, -30.211, -10.818)
N (-4.240, -15.606, -6.247)
N (1.050, -20.817, -5.717)
N (0.485, -17.861, -11.374)
N (-5.385, -22.871, -9.844)
N (-9.038, -26.095, -13.981)
N (-8.723, -18.621, -17.015)
C (7.195, -29.124, -13.284)
C (2.617, -27.552, -13.320)
C (-7.850, -17.942, -18.025)
C (-0.442, -20.987, -5.902)
C (-3.690, -14.727, -7.285)
C (1.674, -27.381, -12.137)
C (-8.082, -25.832, -15.161)
C (-6.040, -21.531, -10.308)
C (-19.888, -22.520, -8.047)
C (-5.106, -29.851, -9.501)
C (0.984, -16.484, -11.198)
C (-18.701, -21.626, -8.059)
C (8.421, -29.587, -12.442)
C (4.548, -29.236, -10.201)
C (-15.659, -21.447, -12.227)
C (-14.104, -19.382, -8.597)
C (-14.993, -20.544, -8.138)
C (3.630, -29.610, -9.042)
C (-15.974, -22.009, -13.657)
H (8.247, -30.571, -12.008)
H (1.557, -26.309, -11.981)
H (1.828, -16.244, -11.845)
H (-13.774, -18.708, -7.806)
H (-4.205, -29.239, -9.545)
H (3.673, -30.638, -8.682)
H (-5.705, -29.368, -8.730)
H (-2.712, -15.088, -7.601)
H (-18.237, -21.929, -7.120)
H (-7.346, -18.768, -18.528)
H (-14.743, -18.795, -9.256)
H (-4.433, -14.764, -8.081)
H (5.545, -29.551, -9.895)
H (-0.797, -20.449, -6.782)
H (-20.592, -22.171, -7.292)
H (8.463, -29.014, -11.515)
H (2.612, -29.538, -9.424)
H (4.521, -28.149, -10.121)
H (2.351, -28.486, -13.816)
H (-8.619, -17.503, -18.660)
H (0.205, -15.765, -11.450)
H (-7.583, -26.777, -15.375)
H (-3.623, -13.739, -6.828)
H (-13.131, -19.496, -9.075)
H (7.096, -29.877, -14.066)
H (-14.646, -21.692, -11.907)
H (-8.732, -25.468, -15.957)
H (1.079, -16.282, -10.131)
H (-4.846, -30.758, -8.954)
H (-15.305, -21.561, -14.391)
H (2.057, -27.649, -11.152)
H (-14.460, -21.150, -7.406)
H (0.771, -27.974, -12.279)
H (2.503, -26.739, -14.037)
H (-19.661, -23.572, -7.874)
H (-18.977, -20.578, -7.947)
H (-15.713, -23.064, -13.573)
H (9.334, -29.172, -12.869)
H (3.647, -29.021, -8.125)
H (7.299, -28.209, -13.866)
H (-7.438, -25.042, -14.776)
H (-15.925, -20.218, -7.675)
H (-0.538, -22.072, -5.870)
H (-7.111, -21.620, -10.130)
H (-7.064, -17.342, -17.567)
H (-15.622, -20.359, -12.269)
H (-5.762, -20.570, -9.875)
H (-0.961, -20.498, -5.077)
H (-16.953, -21.779, -14.078)
H (-20.355, -22.453, -9.030)
H (-5.822, -21.414, -11.370)